{"formula": "C2H9N2OPS2", "method": "ωB97M-V with the def2-TZVPD basis set", "species": ["C", "C", "N", "N", "O", "P", "S", "S", "H", "H", "H", "H", "H", "H", "H", "H", "H"], "positions_angstrom": [[-2.499, 0.129, 0.982], [-1.292, -0.567, -1.446], [2.682, -0.693, 0.799], [2.271, 1.342, -1.036], [0.979, 1.107, 1.021], [1.644, 0.295, -0.080], [0.056, -1.265, -0.549], [-2.007, 0.869, -0.624], [-2.042, 0.780, 1.787], [-2.028, -0.758, 1.100], [-3.588, -0.133, 1.053], [-2.017, -1.318, -1.481], [-0.999, -0.226, -2.488], [3.444, -1.219, 0.465], [2.023, -1.039, 1.504], [3.047, 1.041, -1.575], [0.324, 1.655, 0.567]], "gap_ev": 9.4, "molar_mass_g_mol": 172.22, "de_lowest_ev": 0.171, "charge": 0, "smiles": "CSCS[P@](=N)(N)O"}